This record from the OMol25 dataset describes a structure of composition C18H32Br14ClN2 at a distorted geometry. The level of theory is ωB97M-V with the def2-TZVPD basis set.

Element x y z (Å)
Cl (2.742, 0.043, -0.298)
C (1.043, 0.790, -0.041)
C (-0.234, -0.220, 0.144)
C (-1.651, 0.637, 0.392)
N (-1.518, 2.132, 0.375)
N (-0.475, 2.979, 0.205)
C (0.869, 2.407, -0.024)
H (-0.197, -1.398, 0.113)
H (-2.689, 0.069, 0.542)
H (-2.454, 2.627, 0.516)
H (1.787, 3.137, -0.192)
Br (4.609, 2.286, 1.880)
C (6.211, 1.436, 2.598)
C (6.893, 0.583, 1.553)
Br (5.949, -1.103, 1.292)
H (5.906, 0.875, 3.484)
H (6.859, 2.264, 2.902)
H (7.897, 0.300, 1.883)
H (6.960, 1.067, 0.574)
Br (-3.098, -3.582, -0.897)
C (-4.852, -3.274, -0.100)
C (-5.417, -1.937, -0.520)
Br (-4.566, -0.475, 0.451)
H (-4.733, -3.376, 0.982)
H (-5.479, -4.091, -0.471)
H (-6.478, -1.870, -0.263)
H (-5.291, -1.728, -1.586)
Br (-8.538, -3.136, -1.100)
C (-9.620, -1.739, -1.927)
C (-8.764, -0.793, -2.738)
Br (-7.797, 0.448, -1.585)
H (-10.173, -1.246, -1.124)
H (-10.324, -2.272, -2.574)
H (-9.389, -0.160, -3.376)
H (-8.019, -1.302, -3.356)
Br (9.667, -5.810, 2.944)
C (7.913, -5.502, 3.741)
C (7.349, -4.165, 3.321)
Br (8.199, -2.703, 4.292)
H (8.032, -5.603, 4.822)
H (7.286, -6.319, 3.370)
H (6.287, -4.098, 3.578)
H (7.474, -3.956, 2.255)
Br (5.896, -4.741, -2.499)
C (5.547, -5.018, -0.600)
C (4.069, -5.189, -0.334)
Br (3.139, -3.476, -0.396)
H (5.990, -4.173, -0.067)
H (6.093, -5.931, -0.342)
H (3.902, -5.567, 0.679)
H (3.573, -5.848, -1.051)
Br (-1.318, 5.654, -1.400)
C (-0.071, 7.143, -1.222)
C (1.241, 6.843, -1.910)
Br (2.332, 5.623, -0.849)
H (0.035, 7.345, -0.153)
H (-0.572, 7.991, -1.700)
H (1.842, 7.753, -2.006)
H (1.119, 6.388, -2.897)
Br (-6.808, 5.563, -1.481)
C (-5.227, 4.477, -1.839)
C (-4.935, 3.541, -0.689)
Br (-4.115, 4.490, 0.804)
H (-4.409, 5.168, -2.056)
H (-5.471, 3.912, -2.744)
H (-4.201, 2.786, -0.985)
H (-5.826, 3.041, -0.299)

## Properties
HOMO level in eV: -11.502
Charge: +1
Gap between HOMO and LUMO in eV: 7.099



This record from the OMol25 dataset describes a structure of composition C18H32CrFN8 at a distorted geometry. The level of theory is ωB97M-V with the def2-TZVPD basis set.

Element x y z (Å)
Cr (10.990, 9.212, 9.098)
C (11.747, 9.868, 14.121)
N (11.496, 8.599, 13.391)
C (11.105, 7.395, 14.121)
C (10.677, 6.420, 13.051)
N (10.898, 7.164, 11.825)
C (10.461, 6.691, 10.568)
C (11.332, 8.421, 12.040)
N (11.631, 9.326, 11.104)
C (12.693, 10.345, 11.330)
C (13.066, 11.038, 10.013)
N (11.924, 10.985, 9.027)
C (11.614, 12.075, 8.269)
N (11.408, 12.108, 6.951)
C (11.597, 11.019, 6.021)
C (11.116, 13.445, 6.500)
C (10.882, 14.239, 7.798)
N (11.423, 13.304, 8.790)
C (11.129, 13.613, 10.178)
H (11.477, 9.698, 15.209)
H (11.067, 10.655, 13.703)
H (12.804, 10.106, 14.152)
H (10.318, 7.600, 14.858)
H (11.976, 7.007, 14.694)
H (9.618, 6.152, 13.085)
H (11.191, 5.439, 13.031)
H (9.488, 6.128, 10.611)
H (11.229, 6.002, 10.196)
H (10.330, 7.535, 9.813)
H (13.593, 9.922, 11.791)
H (12.243, 11.098, 12.009)
H (13.905, 10.534, 9.511)
H (13.418, 12.086, 10.258)
H (12.275, 10.225, 6.449)
H (12.035, 11.436, 5.064)
H (10.615, 10.629, 5.684)
H (10.316, 13.467, 5.727)
H (12.009, 13.798, 5.979)
H (9.788, 14.440, 8.027)
H (11.571, 15.113, 7.738)
H (10.235, 14.233, 10.272)
H (12.004, 14.119, 10.590)
H (10.950, 12.728, 10.837)
N (13.477, 8.631, 7.200)
N (12.573, 7.876, 8.063)
H (13.637, 8.152, 6.289)
H (14.404, 8.681, 7.671)
H (13.035, 7.573, 8.939)
H (12.217, 7.085, 7.565)
F (5.241, 9.076, 6.917)
C (6.547, 9.235, 7.292)
C (6.940, 10.313, 8.113)
C (8.196, 10.277, 8.738)
C (9.067, 9.299, 8.404)
C (8.703, 8.308, 7.509)
C (7.411, 8.199, 6.995)
H (6.281, 11.184, 8.276)
H (8.466, 11.095, 9.463)
H (9.402, 7.519, 7.185)
H (7.216, 7.281, 6.376)

## Properties
Spin multiplicity: 5
HOMO level (spin up / spin down) in eV: -9.223 / -10.648
Charge: +1
Expectation value of S²: 6.027
Gap between HOMO and LUMO (spin up / spin down) in eV: 6.906 / 8.313



This record from the OMol25 dataset describes a structure of composition C18H32IN2O3PPd at a distorted geometry. The level of theory is ωB97M-V with the def2-TZVPD basis set.

Element x y z (Å)
Pd (1.008, 0.330, -2.220)
C (-1.538, 2.003, -2.812)
C (-0.673, 2.026, -4.119)
C (0.282, 3.148, -4.076)
C (0.083, 0.729, -4.243)
H (-2.425, 1.378, -2.957)
H (-1.751, 3.053, -2.516)
H (-0.977, 1.460, -2.020)
H (-1.402, 2.241, -4.970)
H (0.947, 3.027, -3.238)
H (-0.246, 4.120, -4.001)
H (0.911, 3.174, -4.931)
H (0.801, 0.703, -5.057)
H (-0.644, -0.157, -4.317)
I (-1.129, 1.097, 3.767)
C (-1.396, 0.266, 5.829)
H (-2.380, -0.233, 5.826)
H (-0.739, -0.650, 5.782)
C (2.624, 1.580, 2.781)
C (2.096, 1.367, 1.397)
O (2.310, 0.048, 0.923)
P (2.422, -0.118, -0.715)
O (3.814, 0.710, -1.006)
C (4.054, 1.513, -2.159)
C (4.232, 0.809, -3.493)
O (2.990, -1.615, -0.567)
C (4.148, -1.853, 0.215)
C (3.709, -2.627, 1.470)
H (2.487, 2.566, 3.094)
H (3.718, 1.334, 2.721)
H (2.268, 0.920, 3.519)
H (2.627, 2.107, 0.800)
H (0.981, 1.477, 1.360)
H (5.003, 2.019, -1.913)
H (3.237, 2.274, -2.203)
H (4.471, 1.578, -4.290)
H (3.484, 0.153, -3.720)
H (5.130, 0.238, -3.418)
H (4.560, -0.818, 0.406)
H (4.880, -2.443, -0.347)
H (4.332, -2.352, 2.315)
H (3.847, -3.708, 1.308)
H (2.669, -2.377, 1.628)
N (-3.420, -1.144, 1.195)
C (-4.033, -0.910, 0.001)
N (-5.252, -1.387, -0.075)
C (-5.492, -1.789, 1.240)
C (-6.617, -2.419, 1.762)
C (-6.536, -2.993, 3.001)
C (-5.319, -2.955, 3.768)
C (-4.232, -2.268, 3.359)
C (-4.366, -1.642, 2.048)
H (-2.533, -0.767, 1.483)
H (-3.449, -0.622, -0.892)
H (-7.576, -2.578, 1.292)
H (-7.447, -3.400, 3.434)
H (-5.243, -3.489, 4.697)
H (-3.312, -2.133, 3.854)

## Properties
HOMO level in eV: -0.975
Charge: -2
Energy above the lowest of the compared OMol25 structures with the same formula, charge and spin in kcal/mol: 29.3
Gap between HOMO and LUMO in eV: 5.638



This record from the OMol25 dataset describes a structure of composition C18H32MoN2O3S4 at a distorted geometry. The level of theory is ωB97M-V with the def2-TZVPD basis set.

Element x y z (Å)
Mo (0.994, 0.215, -0.620)
C (-1.196, -3.134, 1.668)
C (-1.250, -2.244, 2.910)
S (0.158, -1.115, 2.972)
C (-0.523, 0.226, 3.999)
C (0.294, 1.503, 3.887)
S (0.422, 2.304, 2.263)
C (-1.246, 2.922, 1.900)
C (-2.333, 1.932, 1.501)
S (-1.896, 0.856, 0.097)
C (-3.100, -0.463, 0.430)
C (-2.736, -1.759, -0.278)
S (-1.050, -2.338, 0.033)
H (-2.094, -3.752, 1.627)
H (-0.339, -3.806, 1.717)
H (-1.216, -2.877, 3.796)
H (-2.170, -1.663, 2.943)
H (-0.509, -0.098, 5.040)
H (-1.558, 0.381, 3.706)
H (1.339, 1.321, 4.142)
H (-0.095, 2.248, 4.583)
H (-1.071, 3.647, 1.104)
H (-1.570, 3.472, 2.786)
H (-3.217, 2.497, 1.205)
H (-2.609, 1.294, 2.335)
H (-4.088, -0.137, 0.104)
H (-3.126, -0.604, 1.508)
H (-2.784, -1.646, -1.361)
H (-3.432, -2.548, 0.008)
O (0.231, -0.940, -2.327)
C (1.014, -2.072, -2.795)
C (1.840, -2.552, -1.645)
C (2.380, -3.817, -1.617)
C (3.182, -4.181, -0.548)
C (3.422, -3.261, 0.463)
C (2.852, -2.013, 0.374)
N (2.058, -1.654, -0.661)
H (-0.152, -0.469, -3.072)
H (1.669, -1.748, -3.600)
H (0.354, -2.850, -3.163)
H (2.174, -4.509, -2.425)
H (3.616, -5.172, -0.506)
H (4.048, -3.506, 1.311)
H (3.026, -1.270, 1.135)
C (1.900, 3.063, -2.781)
C (0.442, 2.675, -2.468)
C (-0.262, 2.174, -3.736)
C (-0.310, 3.871, -1.876)
N (0.471, 1.612, -1.480)
H (1.917, 3.844, -3.542)
H (2.453, 2.198, -3.153)
H (2.395, 3.433, -1.883)
H (-0.377, 2.996, -4.443)
H (-1.261, 1.794, -3.498)
H (0.330, 1.397, -4.232)
H (-0.243, 4.715, -2.564)
H (0.138, 4.164, -0.923)
H (-1.364, 3.626, -1.724)
O (1.506, 0.866, 1.126)
O (2.553, 0.953, 0.250)

## Properties
Spin multiplicity: 3
HOMO level (spin up / spin down) in eV: -14.045 / -14.150
Charge: +2
Energy above the lowest of the compared OMol25 structures with the same formula, charge and spin in kcal/mol: 42.5
Expectation value of S²: 2.028
Gap between HOMO and LUMO (spin up / spin down) in eV: 7.886 / 6.378